# 1
This record from OMol25 describes a molecular structure, C21H30GeNNaTe. The level of theory is ωB97M-V/def2-TZVPD.

Positions of all 55 atoms, in Å:
Na -0.779 0.150 -0.095
N 0.884 -1.745 0.381
C 1.605 -2.583 0.076
C 2.509 -3.634 -0.307
C 2.974 -4.527 0.657
C 3.842 -5.544 0.296
C 4.250 -5.675 -1.026
C 3.784 -4.784 -1.984
C 2.915 -3.765 -1.632
H 2.644 -4.415 1.681
H 4.199 -6.238 1.046
H 4.927 -6.471 -1.308
H 4.095 -4.886 -3.016
H 2.537 -3.070 -2.369
Te -3.824 -1.468 1.148
C -4.185 -1.756 3.210
C -4.904 -0.825 3.974
C -5.157 -1.022 5.324
C -4.699 -2.164 5.972
C -3.980 -3.100 5.237
C -3.730 -2.898 3.886
H -5.264 0.074 3.488
H -5.714 -0.275 5.880
H -4.894 -2.320 7.027
H -3.608 -3.997 5.722
H -3.166 -3.637 3.330
C -0.076 -1.323 -5.654
Ge 0.016 -1.281 -3.643
C -0.143 -3.210 -3.197
C 1.916 -0.741 -3.381
C -1.170 -0.247 -2.618
H 0.678 -1.976 -6.108
H 0.062 -0.312 -6.046
H -1.067 -1.670 -5.962
H 0.595 -3.828 -3.718
H -1.137 -3.544 -3.506
H -0.063 -3.383 -2.122
H 2.616 -1.379 -3.933
H 2.192 -0.729 -2.324
H 2.037 0.280 -3.752
H -2.188 -0.653 -2.661
H -1.184 0.806 -2.923
C 1.701 2.786 -1.313
C 0.841 3.287 -0.151
C -0.440 3.908 -0.708
C 0.518 2.143 0.805
H 1.971 3.594 -2.008
H 1.156 2.013 -1.862
H 2.624 2.333 -0.938
H 1.408 4.120 0.322
H -1.003 3.149 -1.260
H -0.231 4.749 -1.384
H -1.076 4.268 0.105
H -0.063 2.538 1.657
H 1.458 1.759 1.240

Results
HOMO-LUMO gap in Ha: 0.1452
Molecular weight in g mol⁻¹: 519.68
Net charge: -2
E_HOMO in eV: -0.1
Energy above the lowest of the compared OMol25 structures with the same formula, charge and spin in kcal/mol: 1.1
LUMO level in eV: 3.87
Max |F| in eV/Å: 0.154
DFT total energy in eV: -91977.137

***

# 2
This record from OMol25 describes 2 unconnected molecules or ions with the total composition C11H13FN2O2. The level of theory is ωB97M-V/def2-TZVPD.

Positions of all 29 atoms, in Å:
N 2.066 -2.500 -0.091
C 2.367 -1.130 -0.459
C 1.224 -0.541 -1.309
C -0.091 -0.475 -0.587
C -1.015 -1.476 -0.482
N -2.087 -1.057 0.273
C -1.876 0.241 0.673
C -2.678 1.095 1.440
C -2.205 2.372 1.676
C -0.964 2.799 1.162
C -0.175 1.951 0.407
C -0.627 0.644 0.153
C 2.666 -0.252 0.751
O 2.621 -0.615 1.902
O 3.019 1.004 0.403
H 1.275 -2.482 0.548
H 2.837 -2.875 0.456
H 3.272 -1.124 -1.080
H 1.132 -1.182 -2.192
H 1.513 0.457 -1.655
H -0.990 -2.476 -0.905
H -2.900 -1.610 0.485
H -3.635 0.767 1.834
H -2.803 3.062 2.267
H -0.626 3.809 1.365
H 0.784 2.283 0.019
H 3.171 1.479 1.237
F -2.794 -1.031 -4.196
H -2.626 -0.414 -4.869

Results
HOMO-LUMO gap in Ha: 0.3190
Molecular weight in g mol⁻¹: 224.23
E_HOMO in eV: -7.9
Energy above the lowest of the compared OMol25 structures with the same formula, charge and spin in kcal/mol: 0.0
SMILES string: N[C@@H](Cc1c[nH]c2ccccc12)C(=O)O.F
LUMO level in eV: 0.78
Max |F| in eV/Å: 0.501
DFT total energy in eV: -21411.695

***

# 3
This record from OMol25 describes a molecular structure, C3H6O3Pr at a distorted geometry. The level of theory is ωB97M-V/def2-TZVPD.

Positions of all 13 atoms, in Å:
H 0.531 0.778 -0.919
O 1.508 -0.056 -1.295
C 1.527 -0.473 -0.100
O 2.481 -0.370 0.672
Pr 5.251 -0.142 0.890
O 0.340 0.170 0.359
C -0.918 -0.517 0.064
C -2.006 0.523 0.111
H -1.033 -1.304 0.815
H -0.833 -0.955 -0.938
H -1.959 1.102 1.042
H -2.987 0.036 0.037
H -1.900 1.209 -0.740

Results
HOMO-LUMO gap (spin up / spin down) in Ha: 0.2905 / 0.2927
Molecular weight in g mol⁻¹: 230.99
Net charge: +2
E_HOMO (spin up / spin down) in eV: -17.5 / -17.5
Energy above the lowest of the compared OMol25 structures with the same formula, charge and spin in kcal/mol: 44.2
2S+1: 4
LUMO level (spin up / spin down) in eV: -9.57 / -9.52
Max |F| in eV/Å: 7.031
DFT total energy in eV: -23398.443

***

# 4
This record from OMol25 describes a molecular structure, C21H16BrClN2O6Pd. The level of theory is ωB97M-V/def2-TZVPD.

Positions of all 48 atoms, in Å:
Pd -2.027 -0.347 -3.021
O -0.603 -1.976 -7.014
Cl -1.325 -1.594 -5.823
O -0.443 -0.777 -4.976
O -1.727 -2.763 -5.087
O -2.487 -0.818 -6.173
C -0.436 2.886 -2.838
O 0.469 1.831 -2.519
C 1.086 1.884 -1.320
C 1.554 3.046 -0.737
C 2.240 2.960 0.469
Br 2.899 4.572 1.258
C 2.458 1.765 1.103
C 1.959 0.588 0.530
C 1.269 0.642 -0.681
O 0.790 -0.481 -1.235
C 2.145 -0.668 1.267
N 2.900 -0.797 2.336
C 2.760 -2.118 2.707
C 3.333 -2.821 3.767
C 3.017 -4.159 3.911
C 2.144 -4.804 3.022
C 1.565 -4.126 1.964
C 1.888 -2.781 1.825
N 1.516 -1.826 0.914
H 0.107 3.791 -3.130
H -1.095 3.087 -1.991
H -1.034 2.520 -3.668
H 1.391 4.002 -1.214
H 2.981 1.704 2.046
H 0.035 -0.309 -1.860
H 4.004 -2.323 4.455
H 3.449 -4.724 4.729
H 1.915 -5.853 3.169
H 0.887 -4.619 1.280
H 0.891 -1.891 0.122
C -2.532 0.380 -1.404
C -2.918 0.881 -0.217
C -2.064 1.698 0.633
C -2.532 2.241 1.805
C -3.837 2.038 2.272
C -4.666 1.213 1.490
C -4.257 0.647 0.313
H -1.033 1.869 0.345
H -1.845 2.843 2.395
H -4.180 2.464 3.206
H -5.678 1.006 1.831
H -4.933 0.018 -0.254

Results
HOMO-LUMO gap in Ha: 0.1245
Molecular weight in g mol⁻¹: 614.14
Net charge: -2
E_HOMO in eV: 0.5
Energy above the lowest of the compared OMol25 structures with the same formula, charge and spin in kcal/mol: 0.0
LUMO level in eV: 3.89
Max |F| in eV/Å: 0.647
DFT total energy in eV: -123337.872

***

# 5
This record from OMol25 describes 10 unconnected molecules or ions with the total composition C40H106N6O12 at a distorted geometry. The level of theory is ωB97M-V/def2-TZVPD.

Positions of all 164 atoms, in Å:
C 2.200 5.394 -3.665
O 1.197 6.206 -4.254
C -0.036 6.050 -3.634
C -0.878 5.014 -4.348
C -1.570 5.390 -5.629
N -1.843 4.464 -3.335
H 3.136 5.650 -4.136
H 1.929 4.339 -3.744
H 2.271 5.664 -2.598
H 0.095 5.645 -2.619
H -0.449 7.058 -3.570
H -0.199 4.162 -4.483
H -1.960 6.411 -5.581
H -2.348 4.692 -5.909
H -0.836 5.415 -6.449
H -2.459 3.816 -3.807
H -2.393 5.095 -2.774
C 0.166 6.824 3.646
O -0.075 5.824 2.757
C -1.464 5.764 2.510
C -1.804 4.869 1.394
C -3.178 5.142 0.828
N -1.648 3.398 1.693
H 0.055 6.476 4.690
H -0.370 7.750 3.459
H 1.245 7.038 3.645
H -1.967 5.392 3.429
H -1.903 6.766 2.364
H -1.093 5.049 0.569
H -4.005 5.040 1.544
H -3.476 4.618 -0.083
H -3.210 6.197 0.490
H -2.427 3.112 2.295
H -0.790 3.289 2.244
C 4.939 1.428 2.574
O 4.711 2.813 2.854
C 3.707 3.403 2.029
C 3.767 4.862 2.215
C 3.551 5.130 3.663
N 2.637 5.449 1.358
H 4.018 0.832 2.701
H 5.706 1.098 3.266
H 5.237 1.299 1.520
H 3.834 3.058 0.989
H 2.719 3.002 2.345
H 4.712 5.257 1.849
H 2.574 4.754 3.987
H 3.549 6.215 3.850
H 4.308 4.715 4.329
H 2.888 6.418 1.159
H 1.798 5.475 1.951
C 0.864 -1.049 0.921
O 0.961 0.125 0.222
C -0.167 0.954 0.240
C -0.859 0.839 -1.122
C -0.016 1.353 -2.279
N -2.191 1.639 -1.109
H 0.081 -1.783 0.656
H 0.730 -0.923 2.015
H 1.841 -1.515 0.781
H -0.869 0.617 1.016
H 0.088 2.004 0.392
H -1.111 -0.197 -1.389
H 0.089 2.448 -2.243
H -0.493 1.157 -3.232
H 1.011 0.972 -2.199
H -2.214 2.079 -0.159
H -2.055 2.501 -1.656
C -3.875 -7.899 -1.642
O -2.458 -7.835 -1.694
C -1.867 -7.843 -0.408
C -0.386 -7.548 -0.563
N 0.290 -7.428 0.724
C -0.020 -6.148 1.435
C 1.129 -5.180 1.345
O 2.277 -5.758 1.994
C 3.430 -5.136 1.615
H -4.317 -7.747 -2.617
H -4.327 -7.199 -0.912
H -4.204 -8.871 -1.202
H -2.119 -8.744 0.177
H -2.301 -7.022 0.206
H -0.297 -6.652 -1.208
H 0.129 -8.373 -1.067
H 1.287 -7.510 0.592
H -0.248 -6.369 2.487
H -0.914 -5.696 1.002
H 0.962 -4.158 1.742
H 1.365 -4.988 0.272
H 3.459 -4.068 1.933
H 3.684 -5.168 0.552
H 4.282 -5.491 2.209
C 3.947 0.416 5.105
O 3.058 -0.548 5.612
C 3.398 -1.831 5.299
C 2.322 -2.723 5.706
N 1.305 -2.718 4.689
C -0.021 -3.198 5.200
C -1.141 -2.680 4.325
O -1.589 -1.413 4.835
C -2.936 -1.219 4.731
H 3.367 1.290 4.795
H 4.504 0.074 4.224
H 4.665 0.741 5.871
H 4.371 -2.147 5.728
H 3.616 -1.984 4.221
H 1.906 -2.370 6.661
H 2.687 -3.744 5.825
H 1.177 -1.702 4.542
H -0.169 -2.927 6.261
H -0.002 -4.300 5.182
H -1.922 -3.452 4.361
H -0.817 -2.490 3.296
H -3.191 -0.482 5.488
H -3.497 -2.126 5.023
H -3.234 -0.973 3.711
C -5.375 0.055 -3.072
C -4.230 0.430 -3.944
C -4.183 1.947 -4.178
O -3.023 -0.013 -3.435
H -6.347 0.313 -3.482
H -5.276 0.566 -2.101
H -5.335 -1.002 -2.785
H -4.245 -0.063 -4.915
H -3.523 2.164 -5.035
H -3.748 2.504 -3.354
H -5.155 2.353 -4.468
H -2.840 0.471 -2.574
C 4.545 -2.514 -0.437
C 4.308 -2.145 -1.923
C 3.298 -1.035 -2.063
O 5.588 -1.756 -2.496
H 5.326 -3.273 -0.386
H 3.616 -2.913 -0.035
H 4.793 -1.616 0.130
H 3.964 -3.065 -2.434
H 3.730 -0.146 -1.610
H 2.347 -1.316 -1.620
H 3.125 -0.803 -3.123
H 5.408 -1.342 -3.351
C -0.532 0.895 -6.322
C -0.270 -0.620 -6.216
C 0.596 -0.969 -5.041
O -1.467 -1.404 -6.243
H 0.456 1.359 -6.385
H -1.040 1.268 -5.429
H -1.104 1.080 -7.225
H 0.236 -0.846 -7.163
H 1.579 -0.510 -5.118
H 0.646 -2.055 -5.086
H 0.087 -0.576 -4.168
H -1.989 -1.199 -5.444
C -4.103 -4.530 0.102
C -3.217 -3.352 0.004
C -3.386 -2.477 1.202
O -1.815 -3.774 -0.048
H -3.977 -5.201 -0.743
H -5.172 -4.280 0.108
H -3.924 -4.995 1.074
H -3.431 -2.779 -0.911
H -3.439 -3.089 2.105
H -4.272 -1.838 1.141
H -2.570 -1.756 1.281
H -1.682 -4.258 -0.877

Results
HOMO-LUMO gap in Ha: 0.3328
Molecular weight in g mol⁻¹: 863.32
E_HOMO in eV: -8.7
Energy above the lowest of the compared OMol25 structures with the same formula, charge and spin in kcal/mol: 56.5
SMILES string: COC[C@H](C)N.COC[C@H](C)N.COC[C@H](C)N.COC[C@H](C)N.COCCNCCOC.COCCNCCOC.CC(C)O.CC(C)O.CC(C)O.CC(C)O
LUMO level in eV: 0.38
Max |F| in eV/Å: 3.264
DFT total energy in eV: -76703.106

***

# 6
This record from OMol25 describes a single C3H3FOS molecule at a distorted geometry. The level of theory is ωB97M-V/def2-TZVPD.

Positions of all 9 atoms, in Å:
O -2.522 -1.647 1.359
C -1.450 -1.149 1.200
S -1.157 -0.201 -0.306
C 0.540 0.411 -0.192
C 1.129 1.038 -1.246
F 2.445 1.242 -1.179
H -0.658 -1.186 1.893
H 0.892 0.258 0.765
H 0.781 1.234 -2.296

Results
HOMO-LUMO gap in Ha: 0.3634
Molecular weight in g mol⁻¹: 106.12
E_HOMO in eV: -9.1
Energy above the lowest of the compared OMol25 structures with the same formula, charge and spin in kcal/mol: 22.1
SMILES string: O=CS/C=C/F
LUMO level in eV: 0.82
Max |F| in eV/Å: 3.913
DFT total energy in eV: -18758.084